The following is a DFT calculation (ωB97M-V/def2-TZVPD) of a cluster of 15 separate species, C67H149N7O15 in total.

Geometry as ORCA input:
```
! RIJCOSX wB97M-V def2-TZVPD def2/J DEFGRID3
* xyz 0 1
C 3.23251 -0.87445 4.51935
C 1.86202 -1.47814 4.88862
C 0.86219 -1.74635 3.71629
O 0.40528 -0.60900 3.03688
C -0.54831 0.10196 3.78731
N 2.10666 -2.81850 5.52696
H 3.82615 -1.60584 3.97095
H 3.89019 -0.80223 5.38557
H 3.08389 0.08062 4.01551
H 1.50270 -0.87818 5.72470
H 0.05949 -2.42953 3.99385
H 1.40345 -2.37809 3.01199
H -0.47081 1.08805 3.32934
H -0.48844 0.10475 4.87566
H -1.54149 -0.25039 3.50883
H 1.30037 -3.22413 5.98024
H 2.80227 -2.73077 6.25396
C -8.98248 -0.58913 -0.97069
C -8.14330 -1.75029 -1.50608
C -6.67018 -1.53644 -1.64948
O -6.46058 -0.20490 -2.20215
C -5.12007 0.17887 -2.36522
N -8.63397 -2.93143 -0.80685
H -8.91102 0.26984 -1.63790
H -8.64776 -0.25003 0.00966
H -10.04084 -0.81382 -0.83848
H -8.49000 -1.97338 -2.51511
H -6.26375 -2.23824 -2.37777
H -6.12924 -1.64295 -0.70919
H -5.02227 1.14157 -2.86697
H -4.62399 -0.63064 -2.90066
H -4.64979 0.17160 -1.38192
H -8.28013 -2.88342 0.13792
H -8.14447 -3.68068 -1.27495
C -0.02904 4.73228 -1.15579
C -1.10296 5.07675 -0.09963
C -2.53015 5.12617 -0.62430
O -3.46808 5.57484 0.37171
C -4.76981 5.86682 -0.12831
N -0.91328 4.06885 0.92593
H 0.22788 5.53666 -1.84504
H -0.38949 3.92462 -1.79286
H 0.93880 4.47664 -0.72447
H -0.83916 6.04963 0.31511
H -2.83345 4.14469 -0.98871
H -2.58418 5.78724 -1.48926
H -4.71060 6.69400 -0.83567
H -5.45189 6.23764 0.63677
H -5.06575 4.98976 -0.70389
H -1.70376 4.39911 1.46089
H -0.15505 4.29808 1.55254
C -2.24603 -4.21429 -6.59096
C -3.25667 -4.14203 -5.44412
C -3.66472 -2.74553 -4.97491
O -2.50315 -2.16489 -4.36148
C -2.22881 -2.52572 -2.99858
N -4.46477 -4.86639 -5.81337
H -2.70029 -3.88988 -7.52718
H -1.96400 -5.22124 -6.89852
H -1.34068 -3.70532 -6.26020
H -2.82448 -4.65632 -4.58573
H -4.49126 -2.66656 -4.26871
H -3.81148 -2.14423 -5.87213
H -3.15496 -2.30011 -2.46995
H -1.31053 -2.08441 -2.61115
H -2.14367 -3.61222 -2.97919
H -5.15196 -4.89224 -5.07365
H -4.20142 -5.83978 -5.75617
C -0.85757 2.68092 -5.77060
C -1.91704 2.19288 -4.79311
C -2.46342 3.37447 -3.96343
C -3.45596 4.23723 -4.73691
C -4.56710 3.38764 -5.30807
C -4.11821 2.14310 -6.16756
N -3.01181 1.43950 -5.47979
O -2.47992 0.38956 -6.17703
C -5.39419 1.22623 -6.37785
C -3.76465 2.84193 -7.53813
C -1.24026 1.30364 -3.72909
H -0.24058 1.89417 -6.20470
H -0.11394 3.33822 -5.31996
H -1.27723 3.30620 -6.55864
H -2.74264 3.11848 -2.94137
H -1.66711 4.09457 -3.77518
H -2.90824 4.82181 -5.47608
H -3.89455 4.97474 -4.06473
H -5.17331 4.06926 -5.90472
H -5.20194 2.94404 -4.54107
H -5.66235 0.69830 -5.46270
H -6.23372 1.79803 -6.77322
H -5.25520 0.39699 -7.07150
H -3.33167 2.16137 -8.27125
H -4.62912 3.24735 -8.06390
H -3.03625 3.64954 -7.46532
H -0.49861 1.77560 -3.08465
H -0.77580 0.46874 -4.25381
H -1.98521 0.79076 -3.12072
H -2.67201 -0.29267 -5.52953
C 6.33283 -2.31918 2.66009
C 6.47366 -3.79399 2.90985
C 7.82936 -4.01436 3.57819
C 8.01668 -5.34878 4.29669
C 6.80494 -5.53031 5.23282
C 5.42415 -5.48318 4.47109
N 5.31872 -4.23470 3.74257
O 4.04555 -4.05370 3.12028
C 5.29504 -6.70331 3.51248
C 4.29281 -5.53155 5.52462
C 6.53360 -4.53341 1.48970
H 6.15180 -1.72656 3.55681
H 5.47122 -2.17073 2.00917
H 7.26476 -1.92565 2.25422
H 8.59147 -4.15789 2.81223
H 8.06787 -3.27179 4.33963
H 8.96817 -5.30386 4.82654
H 8.16441 -6.16888 3.59404
H 6.83296 -4.77152 6.01483
H 6.89844 -6.49161 5.73806
H 5.16587 -7.57712 4.15114
H 4.38011 -6.56687 2.93594
H 6.05466 -6.86954 2.74865
H 4.15180 -4.66919 6.17620
H 3.33525 -5.54186 5.00396
H 4.29117 -6.43451 6.13515
H 7.12634 -3.92514 0.80651
H 5.55577 -4.58860 1.01126
H 6.89186 -5.55826 1.58690
H 3.51371 -3.61709 3.78970
C 0.70697 7.87396 3.35211
C 1.01353 6.89364 4.52086
C 0.41643 7.48500 5.80644
C 0.16423 6.47502 6.96195
C -0.69123 5.27420 6.42417
C -0.08223 4.60825 5.19466
N 0.39033 5.62345 4.19323
O 0.90186 5.08031 3.01128
C 1.00703 3.72725 5.64274
C -1.24987 3.81916 4.59673
C 2.56312 6.76330 4.72429
H 1.07813 7.54582 2.38119
H 1.15238 8.82724 3.63664
H -0.35873 7.96572 3.14244
H 1.07950 8.27593 6.15697
H -0.55705 7.96683 5.71544
H -0.24118 7.00971 7.82093
H 1.12991 6.15592 7.35404
H -1.75768 5.45917 6.29539
H -0.68655 4.65979 7.32449
H 1.75791 4.14127 6.31569
H 0.49993 2.92193 6.17415
H 1.49410 3.22249 4.80842
H -1.65403 2.98209 5.16600
H -2.11374 4.37203 4.22772
H -0.72458 3.36962 3.75406
H 3.00060 6.59654 3.73997
H 2.80323 5.87614 5.31028
H 2.89906 7.69948 5.17019
H 1.81660 4.87281 3.21574
C 2.77945 -5.42720 0.14470
C 1.35102 -5.87051 0.56271
O 0.82687 -6.89320 0.17996
C 0.68084 -4.94414 1.56371
H 2.78174 -4.80488 -0.75018
H 3.38622 -6.31445 -0.03617
H 3.16082 -4.88344 1.00898
H 1.34308 -4.90374 2.42852
H -0.25086 -5.40989 1.88482
H 0.49115 -3.99112 1.06987
C -4.36538 0.73987 1.32662
C -4.32738 1.68171 2.56002
O -4.04012 1.22371 3.68948
C -4.75617 3.11248 2.31145
H -5.35815 0.86790 0.89521
H -4.24276 -0.29730 1.63862
H -3.53070 0.95146 0.65831
H -5.62560 3.29776 1.68069
H -3.93779 3.65363 1.83658
H -5.00097 3.50686 3.29768
C 2.82530 0.86687 -4.80524
C 3.98629 1.41916 -4.06245
O 5.17306 1.22415 -4.38862
C 3.65135 2.28633 -2.83557
H 2.64304 1.37551 -5.75190
H 1.92720 0.90152 -4.18853
H 3.05644 -0.18896 -4.94629
H 4.47976 2.77989 -2.32741
H 3.20120 1.67252 -2.05538
H 2.97180 3.01340 -3.28019
C 2.01325 2.08385 1.53718
C 3.28367 2.82013 1.78956
O 3.44322 3.42821 2.85740
C 4.41379 3.01059 0.79529
H 1.14564 2.55883 1.99516
H 2.07250 1.03982 1.84474
H 1.80763 1.90616 0.48160
H 4.59736 2.01621 0.38835
H 5.30032 3.31190 1.35331
H 4.19242 3.69794 -0.02119
C -2.43250 -3.80804 1.49434
C -3.60521 -3.36703 0.59915
O -3.71715 -2.23899 0.13252
C -4.59436 -4.38234 0.20993
H -2.75072 -4.03480 2.51189
H -1.69832 -3.01485 1.63551
H -2.04130 -4.76243 1.14189
H -5.51328 -3.96099 -0.19769
H -4.74133 -4.95490 1.12572
H -4.10487 -5.05374 -0.49557
C -0.55662 0.44514 -0.27465
C 0.64814 -0.37905 -0.75062
O 1.28179 -0.01945 -1.71576
C 1.09202 -1.59715 0.01322
H -0.59122 0.10892 0.76163
H -1.46005 0.18397 -0.82575
H -0.32368 1.50625 -0.36339
H 0.28986 -2.22391 0.40286
H 1.58750 -1.22593 0.91033
H 1.78344 -2.24972 -0.51989
C 4.66541 -1.93097 -2.59815
C 6.14528 -1.79307 -2.43728
O 6.95017 -2.70166 -2.63802
C 6.59722 -0.42167 -1.92309
H 4.37644 -1.46578 -3.54059
H 4.26261 -1.47627 -1.69310
H 4.36616 -2.97857 -2.63115
H 5.72349 -0.03606 -1.39772
H 6.80200 0.26143 -2.74743
H 7.44451 -0.49874 -1.24173
C 1.56997 -2.40725 -4.05610
C 1.43270 -3.90256 -3.77644
O 1.29448 -4.28003 -2.60792
C 1.47855 -4.88245 -4.92467
H 1.78021 -1.84548 -3.14598
H 0.61188 -2.09645 -4.47271
H 2.30432 -2.28923 -4.85291
H 2.36640 -4.82658 -5.55452
H 0.70707 -4.66334 -5.66284
H 1.34895 -5.88906 -4.52712
*
```

Results
Lowest unoccupied orbital energy (eV): 0.262
HOMO-LUMO gap (eV): 8.4
HOMO level (eV): -8.18